(1)
{"formula": "C5H7N3O2S", "method": "ωB97M-V with the def2-TZVPD basis set", "species": ["C", "C", "C", "C", "C", "N", "N", "N", "O", "O", "S", "H", "H", "H", "H", "H", "H", "H"], "coordinates": [[-1.971778, 1.085584, 0.051263], [-1.031882, 0.327694, -0.103895], [3.292248, -1.238532, -0.191838], [1.983009, -1.649829, 0.412872], [-3.036484, 2.071385, 0.327441], [3.573155, -0.073425, -0.520808], [0.964607, -0.655765, 0.608275], [-0.006228, -0.435522, -0.311836], [1.702964, 1.437710, -1.329493], [2.994469, 2.189711, 0.748036], [2.375625, 1.128528, -0.031431], [3.956515, -2.020153, -0.391929], [1.633289, -2.634382, -0.091683], [2.321228, -1.911714, 1.543478], [-4.063945, 1.927154, 0.131594], [-2.734089, 2.159398, 1.301962], [-2.920512, 3.028547, -0.185801], [-0.068478, -1.005833, -1.138170]], "forces_ev_per_a": [[0.36, -1.07, -1.47], [-3.11, 2.86, 1.18], [-1.42, 1.17, -0.49], [-0.70, -2.24, 2.43], [1.69, 0.25, -2.10], [0.93, 1.49, 0.48], [-0.03, 2.24, 0.03], [2.56, -3.09, -0.29], [1.17, -0.16, 2.48], [-0.46, -1.24, -0.59], [-1.35, -0.52, -2.56], [1.09, -1.18, -0.36], [0.37, 1.64, 0.76], [-0.91, 0.16, -2.43], [-1.03, -1.45, 0.26], [-0.60, 1.20, 3.07], [0.85, 0.01, 0.01], [0.61, -0.08, -0.42]], "lowdin_charge": [-0.0169, -0.1065, -0.2385, -0.2296, -0.0806, -0.0431, -0.0354, -0.0790, -0.3813, -0.3533, 0.7877, 0.1010, 0.1496, 0.1694, 0.0642, 0.0475, 0.0844, 0.1607], "e_tot_ev": -24692.0967, "largest_force_ev_per_a": 4.39, "gap_ev": [7.046, 7.029], "spin_multiplicity": 1, "lumo_ev": [-1.021, -1.041]}

---

(2)
{"formula": "C5H7N4", "method": "ωB97M-V with the def2-TZVPD basis set", "species": ["C", "C", "C", "C", "C", "N", "N", "N", "N", "H", "H", "H", "H", "H", "H", "H"], "coordinates": [[-2.648259, -0.419842, 0.068747], [-1.387559, -0.901429, 0.120193], [-2.498544, 0.989061, -0.141365], [0.849684, 0.008346, -0.052830], [2.037353, 0.963056, 0.244833], [-0.500533, 0.186088, -0.014903], [-1.260917, 1.327172, -0.178174], [3.157148, 0.421764, 0.135382], [1.304637, -1.185731, -0.327566], [-3.571750, -0.954383, 0.153275], [-1.066655, -1.899383, 0.332466], [-3.257503, 1.736793, -0.264077], [1.783421, 1.984956, 0.516879], [3.989146, 0.970684, 0.321668], [0.739941, -1.973200, -0.609912], [2.330388, -1.253946, -0.304613]], "forces_ev_per_a": [[0.49, -0.08, -0.17], [-0.60, 0.07, 0.11], [0.13, -0.65, 0.12], [0.29, -0.75, -0.40], [-1.19, 0.57, -0.10], [-0.78, -0.93, 0.21], [2.10, 1.63, -0.01], [0.02, -0.25, -0.11], [-0.12, 0.23, 0.09], [-0.10, -0.24, 0.08], [0.15, -0.20, 0.05], [-0.14, 0.17, -0.01], [0.11, 0.01, 0.01], [-0.15, 0.34, 0.12], [0.00, 0.14, -0.03], [-0.22, -0.07, 0.06]], "lowdin_charge": [0.0049, -0.0278, -0.0891, -0.1353, -0.0706, -0.0513, 0.1110, 0.1489, 0.2325, 0.1163, 0.1214, 0.1282, 0.1329, 0.1083, 0.1408, 0.1288], "e_tot_ev": -11250.6392, "largest_force_ev_per_a": 2.66, "gap_ev": 8.835, "charge": 1, "smiles": "[H]/N=C/C(=[NH2+])n1cccn1", "spin_multiplicity": 1, "lumo_ev": -5.556}

---

(3)
{"formula": "C5H7NO", "method": "ωB97M-V with the def2-TZVPD basis set", "species": ["O", "C", "C", "C", "C", "C", "N", "H", "H", "H", "H", "H", "H", "H"], "coordinates": [[-1.634803, 1.531685, 2.292603], [-1.274023, 1.926120, 0.987481], [-0.847441, 0.795864, 0.148440], [-0.468158, -0.153372, -0.493084], [0.088509, -1.324378, -1.135353], [1.496857, -1.666292, -0.800870], [0.403466, -2.478677, -0.288457], [-2.257215, 0.797992, 2.221308], [-2.083255, 2.475954, 0.486085], [-0.433693, 2.616190, 1.106092], [-0.302015, -1.578662, -2.116263], [2.010086, -0.984791, -0.128870], [2.120937, -2.152669, -1.544656], [0.212373, -2.243157, 0.681912]], "forces_ev_per_a": [[-0.22, -0.18, 0.17], [0.20, 0.15, -0.37], [0.16, -0.37, -0.24], [-0.14, 0.40, 0.33], [-0.10, 0.19, -0.14], [0.24, 0.03, -0.12], [-0.06, -0.13, 0.21], [0.05, 0.09, 0.05], [0.08, -0.10, 0.08], [-0.12, -0.03, -0.04], [0.03, 0.04, 0.14], [-0.06, -0.11, -0.05], [-0.10, 0.07, 0.07], [0.03, -0.03, -0.10]], "lowdin_charge": [-0.0599, -0.2816, 0.0139, 0.0155, -0.3293, -0.1451, 0.0220, 0.0891, 0.1182, 0.1215, 0.1315, 0.1097, 0.0995, 0.0950], "e_tot_ev": -8832.8502, "largest_force_ev_per_a": 0.54, "gap_ev": 10.122, "smiles": "OCC#C[C@H]1CN1", "spin_multiplicity": 1, "lumo_ev": 0.822}

---

(4)
{"formula": "C5H7NO", "method": "ωB97M-V with the def2-TZVPD basis set", "species": ["C", "C", "C", "C", "N", "O", "C", "H", "H", "H", "H", "H", "H", "H"], "coordinates": [[0.793269, 0.553887, 1.946483], [0.256997, 0.191160, 0.590594], [-0.107956, 0.998389, -0.426817], [-0.545755, 0.034759, -1.408545], [-0.979458, 0.638687, -2.488983], [-0.480368, -1.251362, -1.122264], [0.060974, -1.271034, 0.237779], [0.167213, 0.139703, 2.749990], [1.806956, 0.155687, 2.098347], [0.830351, 1.641422, 2.063726], [-0.757131, 1.633437, -2.017729], [-1.368724, 0.173154, -3.315047], [-0.667379, -1.786342, 0.875354], [0.991010, -1.851546, 0.217112]], "forces_ev_per_a": [[0.01, -0.01, 0.00], [0.04, -0.20, 0.13], [0.29, -0.32, 0.76], [0.19, 0.34, 0.52], [0.23, 0.08, 0.52], [0.00, 0.31, -0.04], [0.04, -0.11, 0.12], [0.10, 0.07, -0.16], [-0.18, 0.06, -0.06], [-0.03, -0.23, -0.09], [-0.87, -0.86, -2.00], [0.24, 0.77, 0.48], [0.09, 0.05, -0.14], [-0.16, 0.06, -0.04]], "lowdin_charge": [-0.0668, -0.3168, -0.0130, -0.4703, 0.1596, 0.0359, -0.0984, 0.0779, 0.0787, 0.0765, 0.1422, 0.1294, 0.1324, 0.1326], "e_tot_ev": -8832.8529, "largest_force_ev_per_a": 2.34, "gap_ev": 8.892, "smiles": "CC1=C=C(N)OC1", "spin_multiplicity": 1, "lumo_ev": 0.857}

---

(5)
{"formula": "C5H7NO", "method": "ωB97M-V with the def2-TZVPD basis set", "species": ["C", "C", "C", "C", "C", "H", "H", "H", "H", "H", "H", "H", "N", "O"], "coordinates": [[-0.128203, 1.223031, 0.000235], [-1.515564, 1.061266, -0.055872], [-2.220270, -0.137868, -0.112952], [-1.391767, -1.228374, -0.013330], [0.083811, -1.035927, 0.114536], [3.730864, 0.232669, 1.030590], [3.005538, -0.246144, -0.844711], [0.202827, 2.246882, 0.042582], [-1.979417, 1.990694, 0.107751], [-3.285874, -0.214237, -0.203774], [-2.055889, -2.038494, 0.042456], [0.813389, -1.906827, -0.039281], [0.670100, 0.098531, 0.061834], [4.070458, -0.045203, -0.130070]], "forces_ev_per_a": [[-1.73, -2.61, 0.31], [1.05, 1.44, 0.33], [2.50, 0.55, 0.22], [1.17, 1.41, 0.32], [-1.96, -3.59, -1.60], [0.94, -1.43, -5.91], [4.56, 1.20, 4.13], [0.89, -0.18, 0.02], [-1.19, 1.03, -0.40], [-0.26, 0.05, 0.08], [0.70, -2.38, 0.03], [-1.48, 0.89, 0.83], [0.35, 3.33, -0.23], [-5.55, 0.28, 1.86]], "lowdin_charge": [-0.0995, -0.0932, -0.0829, -0.0353, -0.1569, 0.1706, 0.1908, 0.1003, 0.0801, 0.1054, 0.0764, 0.1243, 0.0157, -0.3958], "e_tot_ev": -8832.0942, "largest_force_ev_per_a": 6.27, "gap_ev": 10.249, "spin_multiplicity": 1, "lumo_ev": 0.611}

---

(6)
{"formula": "C5H7NO", "method": "ωB97M-V with the def2-TZVPD basis set", "species": ["C", "C", "N", "C", "C", "C", "O", "H", "H", "H", "H", "H", "H", "H"], "coordinates": [[-1.864115, 0.062070, 0.028019], [-0.384107, -0.119382, 0.025189], [0.225971, -1.043336, 1.020638], [0.639658, 0.295484, 0.991445], [1.704028, 0.538880, -0.659824], [0.463980, 0.006243, -1.214448], [0.194231, -0.360706, -2.338767], [-2.131213, 1.051914, -0.354294], [-2.266261, -0.064363, 1.035115], [-2.307678, -0.688242, -0.632995], [0.921376, -1.677000, 0.642441], [0.541651, 0.963384, 1.859215], [2.618375, -0.047830, -0.740472], [1.644098, 1.082884, 0.338740]], "forces_ev_per_a": [[-0.11, 0.00, 0.06], [-0.37, 0.04, -0.23], [-0.04, -0.43, 0.02], [-0.05, -0.32, 0.01], [-0.19, -0.48, 0.77], [-0.04, -0.05, -0.07], [0.24, 0.17, 0.38], [0.03, -0.13, 0.05], [0.00, 0.03, -0.11], [-0.01, 0.10, 0.10], [-0.20, -0.08, -0.02], [0.42, -0.21, -0.43], [-0.04, 0.14, 0.20], [0.36, 1.22, -0.73]], "lowdin_charge": [-0.0048, -0.4007, 0.1120, -0.1203, 0.0819, -0.4416, 0.0840, 0.0901, 0.0844, 0.0904, 0.1202, 0.1508, 0.0856, 0.0679], "e_tot_ev": -8831.0116, "largest_force_ev_per_a": 1.47, "gap_ev": 9.398, "spin_multiplicity": 1, "lumo_ev": 0.471}

---

(7)
{"formula": "C5H7NO", "method": "ωB97M-V with the def2-TZVPD basis set", "species": ["C", "C", "C", "N", "C", "C", "O", "H", "H", "H", "H", "H", "H", "H"], "coordinates": [[-1.882086, -0.783458, 0.146368], [-0.868587, 0.271928, 0.364187], [0.376081, 0.563887, 0.035293], [-0.626807, 1.583579, -0.383287], [1.714548, 0.337598, -0.121149], [2.126633, -0.956304, 0.346600], [1.363378, -1.810227, 0.797352], [-2.832918, -0.600450, 0.656273], [-2.072336, -0.970427, -0.921506], [-1.423940, -1.688837, 0.559375], [-0.719628, 2.458435, 0.126522], [-0.776814, 1.686888, -1.388817], [2.407095, 1.073978, -0.506489], [3.215380, -1.166585, 0.289280]], "forces_ev_per_a": [[-0.06, -0.04, 0.05], [0.25, -0.19, -0.10], [-0.26, -0.13, 0.18], [-0.06, 0.45, -0.20], [-0.05, -0.04, 0.03], [0.00, -0.16, 0.04], [0.26, 0.25, -0.15], [0.18, 0.01, -0.09], [0.01, 0.08, 0.15], [-0.12, 0.11, -0.05], [0.04, -0.20, -0.06], [0.05, -0.11, 0.11], [-0.11, -0.07, 0.09], [-0.13, 0.02, 0.01]], "lowdin_charge": [-0.0551, -0.1478, -0.2246, 0.1360, -0.0612, -0.3349, -0.0286, 0.0684, 0.0817, 0.0835, 0.1433, 0.1508, 0.0827, 0.1060], "e_tot_ev": -8832.3095, "largest_force_ev_per_a": 0.50, "gap_ev": 7.780, "smiles": "CC1=C(/C=C\\[O-])[NH2+]1", "spin_multiplicity": 1, "lumo_ev": 0.407}

---

(8)
{"formula": "C5H7NO", "method": "ωB97M-V with the def2-TZVPD basis set", "species": ["C", "C", "C", "C", "N", "O", "C", "H", "H", "H", "H", "H", "H", "H"], "coordinates": [[-1.490919, -0.649938, -0.270097], [-0.662125, 0.943207, -0.627636], [0.124548, -0.164437, -0.941236], [1.272068, -0.359693, 0.016477], [2.154102, -1.268490, -0.083270], [1.141840, 0.583819, 0.982891], [0.005102, 1.460042, 0.620942], [-1.999264, -0.177125, 0.576497], [-2.178987, -0.828692, -1.097669], [-1.072338, -1.593074, 0.109848], [0.105904, -0.734452, -1.869539], [2.828711, -1.208373, 0.684301], [-0.648270, 1.543854, 1.497976], [0.419623, 2.453352, 0.400511]], "forces_ev_per_a": [[0.04, -0.26, 0.06], [0.39, 0.02, 0.08], [-0.34, -0.14, 0.00], [-0.05, -0.26, 0.00], [-0.40, 0.61, 0.25], [-0.15, -0.11, -0.30], [0.04, 0.02, 0.10], [0.24, -0.02, -0.27], [0.28, 0.10, 0.23], [-0.03, 0.16, -0.06], [0.00, 0.16, 0.21], [-0.11, 0.02, -0.14], [0.17, -0.06, -0.21], [-0.07, -0.25, 0.05]], "lowdin_charge": [-0.0088, -0.0927, -0.1450, -0.4509, 0.1569, -0.0181, -0.1659, 0.0935, 0.0869, 0.1015, 0.1380, 0.0624, 0.1200, 0.1221], "e_tot_ev": -8832.0143, "largest_force_ev_per_a": 0.77, "gap_ev": 9.500, "spin_multiplicity": 1, "lumo_ev": 0.726}

---

(9)
{"formula": "C5H7NO", "method": "ωB97M-V with the def2-TZVPD basis set", "species": ["N", "C", "O", "C", "C", "C", "C", "H", "H", "H", "H", "H", "H", "H"], "coordinates": [[1.684832, -1.815421, 0.326454], [1.021797, -0.745282, 0.307312], [1.480700, 0.470009, -0.117583], [0.397866, 1.402227, -0.281935], [-0.856209, 0.735523, 0.253001], [-1.322593, -0.466281, -0.516136], [-0.419642, -0.633716, 0.671775], [2.632604, -1.669729, -0.022936], [0.338609, 1.619313, -1.349102], [0.626058, 2.338002, 0.232401], [-1.560915, 1.324398, 0.834322], [-0.905739, -0.647898, -1.506010], [-2.353994, -0.780824, -0.399604], [-0.763379, -1.130316, 1.568042]], "forces_ev_per_a": [[0.17, 0.21, 0.04], [-0.21, -0.16, -0.01], [0.01, -0.08, -0.05], [-0.09, 0.18, -0.14], [0.02, 0.12, -0.03], [-0.17, 0.00, -0.16], [0.06, -0.12, 0.17], [-0.06, 0.05, 0.11], [-0.11, 0.05, -0.05], [0.12, -0.20, 0.14], [0.17, -0.16, -0.12], [-0.04, 0.06, 0.20], [0.12, 0.08, 0.02], [0.01, -0.02, -0.11]], "lowdin_charge": [0.1590, -0.4345, -0.0074, -0.1261, -0.2012, -0.0529, -0.1596, 0.0606, 0.1239, 0.1235, 0.1406, 0.1218, 0.1066, 0.1459], "e_tot_ev": -8834.9973, "largest_force_ev_per_a": 0.27, "gap_ev": 10.824, "smiles": "[H]/N=C1\\OC[C@H]2C[C@@H]12", "spin_multiplicity": 1, "lumo_ev": 0.988}

---

(10)
{"formula": "C5H7NO", "method": "ωB97M-V with the def2-TZVPD basis set", "species": ["C", "C", "C", "N", "C", "O", "C", "H", "H", "H", "H", "H", "H", "H"], "coordinates": [[-1.726280, -0.723398, 0.136078], [-0.687147, 0.285149, -0.433671], [-0.708941, 1.618884, 0.189208], [-0.529884, 2.118564, 1.226045], [0.735226, 0.164177, 0.283368], [0.790506, 0.392870, 1.494649], [1.977872, -0.210042, -0.442790], [-1.499907, -0.952423, 1.179874], [-2.750863, -0.338192, 0.087361], [-1.712999, -1.663566, -0.433869], [-0.757410, 0.263582, -1.535885], [2.740786, -0.118340, 0.326991], [2.249542, 0.410018, -1.303925], [1.879504, -1.247285, -0.773435]], "forces_ev_per_a": [[0.11, 0.14, 0.10], [0.55, 0.34, 0.42], [-2.46, 1.12, 1.40], [-1.58, 1.83, -1.96], [0.75, -1.24, 2.27], [1.13, -2.59, -2.52], [0.26, -0.14, 0.07], [-0.02, 0.15, -0.10], [0.30, 0.10, -0.05], [0.19, 0.34, 0.07], [0.73, 0.18, 0.58], [0.30, -0.22, -0.28], [-0.39, -0.03, 0.10], [0.13, 0.02, -0.08]], "lowdin_charge": [-0.0442, -0.2253, -0.2056, 0.1983, -0.4121, 0.0268, 0.0000, 0.0846, 0.0834, 0.0803, 0.1372, 0.0887, 0.0938, 0.0942], "e_tot_ev": -8833.4334, "largest_force_ev_per_a": 3.78, "gap_ev": 10.464, "spin_multiplicity": 1, "lumo_ev": 0.483}

---

(11)
{"formula": "C5H7NO", "method": "ωB97M-V with the def2-TZVPD basis set", "species": ["C", "C", "C", "O", "C", "N", "C", "H", "H", "H", "H", "H", "H", "H"], "coordinates": [[-2.288232, 0.197396, 0.110967], [-0.828313, -0.077358, -0.046886], [-0.255124, -1.281160, -0.272584], [1.105493, -1.165986, -0.300511], [1.394415, 0.146277, -0.103564], [2.753160, 0.467767, -0.075508], [0.253308, 0.869507, 0.037334], [-2.487179, 0.704092, 1.061473], [-2.859761, -0.735874, 0.102763], [-2.664387, 0.837219, -0.693597], [-0.653632, -2.275320, -0.421700], [3.281224, -0.324533, -0.419237], [3.078698, 0.696205, 0.857296], [0.170325, 1.941769, 0.163752]], "forces_ev_per_a": [[-0.09, 0.02, -0.01], [-0.01, -0.20, 0.01], [-0.25, 0.01, 0.06], [0.11, 0.04, 0.00], [-0.13, 0.07, 0.06], [-0.07, -0.09, 0.03], [0.13, -0.03, 0.01], [0.01, -0.05, -0.14], [0.07, 0.15, -0.03], [0.02, -0.06, 0.10], [0.07, 0.20, 0.02], [0.12, 0.10, -0.01], [-0.07, 0.04, -0.12], [0.10, -0.22, 0.02]], "lowdin_charge": [-0.0544, -0.2878, -0.0883, 0.0365, -0.3876, 0.1125, 0.0145, 0.0791, 0.0770, 0.0786, 0.1253, 0.0888, 0.0909, 0.1148], "e_tot_ev": -8835.5555, "largest_force_ev_per_a": 0.26, "gap_ev": 8.973, "smiles": "Cc1coc(N)c1", "spin_multiplicity": 1, "lumo_ev": 0.994}

---

(12)
{"formula": "C5H7NO", "method": "ωB97M-V with the def2-TZVPD basis set", "species": ["C", "N", "C", "C", "C", "C", "O", "H", "H", "H", "H", "H", "H", "H"], "coordinates": [[-1.799330, 0.112704, 0.570478], [-0.444741, -0.161555, 0.144958], [0.076705, -1.382977, -0.222347], [1.388138, -1.202157, -0.572504], [1.693608, 0.182150, -0.409680], [0.536432, 0.779212, 0.024214], [0.219188, 2.063123, 0.358918], [-2.398942, 0.537590, -0.241451], [-1.789028, 0.818564, 1.403644], [-2.257808, -0.820670, 0.903456], [-0.540352, -2.270755, -0.197469], [2.069836, -1.977672, -0.896346], [2.647354, 0.669165, -0.564389], [0.598944, 2.653281, -0.301484]], "forces_ev_per_a": [[-0.13, -0.01, 0.06], [0.17, 0.08, -0.02], [0.00, -0.06, 0.00], [-0.03, -0.04, 0.00], [0.00, 0.08, 0.02], [-0.03, -0.29, -0.05], [0.08, 0.10, -0.13], [0.09, -0.06, 0.10], [-0.03, -0.10, -0.12], [0.06, 0.13, -0.06], [0.12, 0.13, 0.02], [-0.13, 0.13, 0.05], [-0.17, -0.06, 0.01], [0.00, -0.03, 0.13]], "lowdin_charge": [-0.0169, -0.1080, -0.1099, -0.1059, -0.0446, -0.3641, 0.0626, 0.0932, 0.0909, 0.0893, 0.1100, 0.0909, 0.0987, 0.1137], "e_tot_ev": -8835.5376, "largest_force_ev_per_a": 0.30, "gap_ev": 8.578, "smiles": "Cn1cccc1O", "spin_multiplicity": 1, "lumo_ev": 0.779}